Record 1
{"formula": "C16H16Br15NO5", "method": "the ωB97M-V functional and the def2-TZVPD basis", "symbols": ["C", "C", "O", "C", "O", "C", "C", "C", "O", "C", "C", "C", "C", "O", "N", "C", "O", "H", "H", "H", "H", "H", "H", "H", "H", "H", "H", "H", "C", "Br", "Br", "Br", "H", "C", "Br", "Br", "Br", "H", "C", "Br", "Br", "Br", "H", "C", "Br", "Br", "Br", "H", "C", "Br", "Br", "Br", "H"], "positions_angstrom": [[5.0165, 1.3576, -0.4946], [4.0575, 1.1478, -1.7575], [4.7116, 1.4438, -3.0040], [3.5752, -0.3531, -1.8203], [2.3032, -0.5271, -2.5081], [1.2946, -0.0196, -1.6991], [0.8921, -0.7379, -0.4957], [-0.1421, -0.1751, 0.3737], [-0.4456, -0.8991, 1.5348], [-0.7756, 1.1026, 0.0475], [-0.4084, 1.8100, -1.1562], [0.6399, 1.2277, -2.0195], [0.8454, 2.2406, -3.1850], [1.7382, 2.3501, -3.9634], [-0.3224, 3.1118, -3.1036], [-0.9074, 3.1565, -1.7634], [-1.5860, 4.0072, -1.2873], [4.6428, 2.2550, 0.0687], [6.0584, 1.5262, -0.8558], [4.9550, 0.4817, 0.2002], [3.2318, 1.8882, -1.6506], [5.4415, 0.8030, -3.0572], [4.3255, -0.9908, -2.3671], [3.5466, -0.7571, -0.7711], [1.4264, -1.6965, -0.2834], [0.3244, -0.7920, 2.1269], [-1.5328, 1.5431, 0.7293], [-0.9289, 2.7291, -3.8294], [1.7105, 0.7774, 5.0119], [0.3309, 1.0910, 6.3296], [1.6955, -1.0527, 4.3842], [1.6039, 2.0322, 3.5448], [2.6645, 0.9384, 5.5028], [-2.4986, -1.9246, -2.9106], [-1.4034, -1.7117, -4.4898], [-3.4376, -3.6208, -2.9089], [-1.4644, -1.6563, -1.2897], [-3.2528, -1.1451, -2.9393], [-4.2270, 2.3343, -4.1077], [-4.5649, 4.1863, -3.6742], [-3.8337, 2.0924, -5.9853], [-2.8394, 1.5797, -2.9854], [-5.1393, 1.7856, -3.8993], [-3.0577, -0.5545, 4.3894], [-4.4086, -0.2545, 5.7409], [-3.0860, -2.3726, 3.7326], [-3.1837, 0.7293, 2.9489], [-2.0937, -0.4035, 4.8651], [-2.2893, -6.1401, 4.9488], [-3.7497, -5.6614, 6.1217], [-2.6433, -5.6288, 3.1175], [-0.6019, -5.4324, 5.5762], [-2.2076, -7.2215, 4.9669]], "mulliken_charge": [-1.189, 0.766, -0.533, -0.715, -0.443, 0.556, -0.230, -0.139, 0.004, -0.533, 0.249, 0.953, -0.203, -0.497, -0.173, -0.104, -0.479, 0.275, 0.319, 0.270, -0.175, 0.438, 0.287, 0.340, 0.556, -0.005, 0.152, 0.239, -0.334, -0.018, -0.050, 0.013, 0.351, -0.356, -0.028, -0.075, 0.224, 0.237, -0.437, -0.012, -0.027, 0.122, 0.408, -0.056, -0.054, 0.085, 0.045, 0.012, -0.373, 0.008, -0.042, 0.008, 0.357], "homo_energy_ha": -0.335, "homo_lumo_gap_ev": 8.3810, "energy_ha": -39660.29616}

Record 2
{"formula": "C16H16Br5FIN3", "method": "the ωB97M-V functional and the def2-TZVPD basis", "symbols": ["C", "C", "Br", "C", "Br", "C", "I", "C", "N", "C", "C", "N", "C", "C", "C", "F", "C", "C", "C", "N", "C", "C", "H", "H", "H", "H", "H", "H", "H", "H", "H", "H", "H", "H", "H", "H", "H", "C", "Br", "Br", "Br", "H"], "positions_angstrom": [[3.6056, -1.6227, 1.5140], [2.5947, -2.0636, 0.4299], [3.1841, -3.8734, -0.1308], [1.1478, -2.1252, 1.1138], [0.5132, -4.0102, 1.0081], [0.0648, -1.2697, 0.3666], [-1.8114, -1.5816, 1.4904], [-0.1675, -1.8355, -0.9915], [-0.1991, -2.0291, -2.1340], [0.3366, 0.2926, 0.3602], [0.9590, 0.6698, 1.6875], [1.1426, 0.9516, 2.7962], [1.3393, 0.7686, -0.7728], [2.6732, 1.3728, -0.2579], [3.5135, 1.7163, -1.5353], [4.3901, 2.7584, -1.3056], [-0.9665, 1.0707, 0.1458], [-1.4751, 2.0116, 1.0468], [-2.6531, 2.7416, 0.8497], [-3.3804, 2.5898, -0.2535], [-2.9127, 1.6832, -1.0988], [-1.7737, 0.8905, -1.0095], [4.6201, -1.5609, 1.0914], [3.3060, -0.6761, 1.9953], [3.6133, -2.4020, 2.2947], [2.6274, -1.4684, -0.4875], [1.1869, -1.9322, 2.1943], [1.5980, -0.0166, -1.5015], [0.8451, 1.5710, -1.3442], [2.5380, 2.3390, 0.2562], [3.2829, 0.6612, 0.3147], [4.0454, 0.8083, -1.8679], [2.7911, 1.9917, -2.3263], [-0.9250, 2.1826, 1.9805], [-2.9756, 3.4716, 1.5989], [-3.4986, 1.5489, -2.0161], [-1.5003, 0.1847, -1.7984], [-6.4355, -1.1327, -0.8125], [-5.9896, -2.9693, -1.2076], [-6.9743, -0.9068, 1.0268], [-4.9928, 0.0723, -1.2818], [-7.2873, -0.8727, -1.4279]], "mulliken_charge": [-1.633, 0.207, -0.069, -0.465, -0.052, -0.521, 0.303, 0.201, -0.649, 4.131, -1.399, -0.609, -1.732, 0.063, -0.526, -0.336, -0.400, -0.594, -0.662, -0.614, -1.371, -0.060, 0.420, 0.387, 0.465, 0.373, 0.763, 0.384, 0.715, 0.462, 0.011, 0.316, 0.328, 0.340, 0.390, 0.875, 0.383, -0.392, -0.018, -0.025, 0.264, 0.345], "homo_energy_ha": -0.331, "homo_lumo_gap_ev": 8.2602, "energy_ha": -14051.07782, "relative_energy_kj_mol": 50.7}

Record 3
{"formula": "C16H16CaF12N2O20S4", "method": "the ωB97M-V functional and the def2-TZVPD basis", "symbols": ["Ca", "C", "F", "F", "F", "S", "O", "O", "N", "S", "O", "O", "C", "F", "F", "F", "C", "F", "F", "F", "S", "O", "O", "N", "S", "O", "O", "C", "F", "F", "F", "C", "C", "O", "C", "O", "O", "H", "H", "H", "H", "C", "C", "O", "C", "O", "O", "H", "H", "H", "H", "C", "C", "O", "C", "O", "O", "H", "H", "H", "H", "C", "C", "O", "C", "O", "O", "H", "H", "H", "H"], "positions_angstrom": [[-5.4744, -14.4227, 1.8008], [-4.6293, -18.7229, 1.2410], [-4.1925, -18.0171, 0.1226], [-5.7533, -19.3456, 0.9307], [-3.6804, -19.5935, 1.6046], [-4.9609, -17.5574, 2.7721], [-5.1805, -18.5598, 3.8286], [-3.7564, -16.7351, 2.9896], [-6.2581, -16.5512, 2.1502], [-7.5609, -17.2726, 2.6265], [-7.6692, -18.6959, 2.4307], [-7.9744, -16.7793, 3.9446], [-8.7757, -16.3980, 1.2956], [-8.4576, -16.9192, 0.1279], [-10.0141, -16.7561, 1.6284], [-8.6153, -15.0822, 1.3550], [-7.5659, -11.4106, -0.9201], [-7.3694, -12.4910, -1.7650], [-7.5260, -10.3614, -1.6976], [-8.8040, -11.6368, -0.3928], [-6.1362, -11.3892, 0.3677], [-5.0773, -12.0420, -0.4172], [-5.8660, -9.9965, 0.7108], [-6.6538, -12.5150, 1.6690], [-7.3188, -11.5730, 2.6648], [-6.3124, -10.9223, 3.4965], [-8.3988, -10.6917, 2.2504], [-8.2083, -12.9010, 3.7923], [-7.3997, -13.9948, 3.7138], [-8.3066, -12.4682, 5.0136], [-9.4124, -13.1614, 3.2364], [-1.0265, -11.9889, 3.9484], [-0.7404, -11.4403, 2.5252], [-1.7616, -12.0053, 1.7840], [-2.7868, -12.3761, 2.6152], [-3.8882, -12.7617, 2.2822], [-2.3246, -12.3709, 3.8847], [-0.8465, -11.2086, 4.6878], [-0.5473, -12.9522, 4.1232], [0.2393, -11.6245, 2.0843], [-0.8730, -10.3593, 2.5684], [-1.2884, -16.0356, -1.7056], [-1.4435, -14.5236, -1.9481], [-2.2518, -14.1276, -0.7840], [-2.7748, -15.1499, -0.2113], [-3.5419, -15.1337, 0.7607], [-2.2137, -16.2864, -0.6831], [-0.2908, -16.2376, -1.3156], [-1.4700, -16.6759, -2.5688], [-1.9471, -14.1994, -2.8588], [-0.5123, -13.9752, -1.8063], [-5.4241, -15.8094, -3.7343], [-6.2958, -16.9158, -3.3045], [-6.3600, -16.6529, -1.8766], [-6.0154, -15.4369, -1.6467], [-6.0030, -14.9157, -0.5450], [-5.4797, -14.9005, -2.7018], [-5.8640, -15.4430, -4.6619], [-4.4751, -16.2554, -4.0319], [-5.7362, -17.8211, -3.5398], [-7.2039, -16.8715, -3.9057], [-3.6917, -15.2793, 7.4214], [-3.8364, -13.7498, 7.6914], [-4.4261, -13.3636, 6.4808], [-4.3859, -14.3218, 5.5726], [-4.7499, -14.1241, 4.4000], [-3.9944, -15.4420, 6.0780], [-4.2678, -15.7943, 8.1902], [-2.6181, -15.3530, 7.5948], [-2.8657, -13.2610, 7.7742], [-4.5223, -13.6691, 8.5347]], "mulliken_charge": [2.597, 0.505, -0.138, -0.178, -0.209, 0.502, -0.502, -0.500, -0.416, 0.764, -0.583, -0.666, 0.557, -0.223, -0.236, -0.157, 0.460, -0.203, -0.189, -0.202, 0.633, -0.565, -0.583, -0.733, 0.605, -0.668, -0.624, 0.632, -0.156, -0.191, -0.228, -0.368, -0.513, -0.293, 0.007, 0.858, -0.130, 0.265, 0.328, 0.319, 0.274, -0.382, -0.333, -0.349, 0.019, -0.080, -0.388, 0.273, 0.308, 0.254, 0.289, -0.430, -0.400, -0.324, 0.073, 0.290, -0.302, 0.329, 0.253, 0.292, 0.293, -0.480, -0.407, -0.314, 0.200, 0.490, -0.210, 0.349, 0.286, 0.264, 0.284], "homo_energy_ha": -0.346, "homo_lumo_gap_ev": 9.2164, "energy_ha": -5702.36471, "relative_energy_kj_mol": 0.0}

Record 4
{"formula": "C16H16CrN5S4", "method": "the ωB97M-V functional and the def2-TZVPD basis", "symbols": ["Cr", "C", "S", "C", "S", "N", "N", "C", "C", "C", "C", "C", "C", "N", "H", "H", "H", "H", "H", "H", "H", "H", "C", "C", "N", "C", "C", "S", "C", "C", "S", "C", "N", "C", "H", "H", "H", "H", "H", "H", "H", "H"], "positions_angstrom": [[0.0024, -0.0881, 0.3991], [4.4024, 2.4904, -1.1976], [3.0171, 3.4342, -0.5126], [1.7792, 2.2912, -0.2340], [1.9103, 0.5757, -0.6541], [0.6808, 2.7772, 0.2755], [-0.2765, 1.8669, 0.4737], [-1.4657, 2.2667, 0.7840], [-2.4767, 1.2353, 0.7944], [-3.8326, 1.4870, 0.9438], [-4.7368, 0.4579, 0.7354], [-4.2624, -0.8042, 0.3936], [-2.8985, -1.0017, 0.3123], [-2.0151, -0.0163, 0.5159], [5.3045, 2.9198, -0.7693], [4.4203, 2.6159, -2.2769], [4.3298, 1.4405, -0.9344], [-1.6914, 3.3174, 0.9254], [-4.1663, 2.4841, 1.1977], [-5.8001, 0.6349, 0.8259], [-4.9351, -1.6269, 0.2001], [-2.4998, -1.9857, 0.1017], [0.6435, 1.7993, 3.4593], [0.4853, 0.3195, 3.4472], [0.2882, -0.4347, 2.3824], [0.2453, -1.7883, 2.6969], [0.3777, -2.0515, 4.0182], [0.6074, -0.5957, 4.8847], [0.1484, -2.7079, 1.5739], [0.1015, -4.0621, 1.5495], [0.0630, -4.6165, -0.0699], [0.1199, -3.0094, -0.6501], [0.1467, -2.1200, 0.3206], [0.1360, -2.6721, -2.1000], [1.2821, 2.1210, 2.6380], [1.0967, 2.1173, 4.3960], [-0.3188, 2.3047, 3.3699], [0.3806, -3.0089, 4.5137], [0.0839, -4.7515, 2.3783], [-0.0630, -3.5532, -2.7058], [1.1125, -2.2782, -2.3880], [-0.6141, -1.9136, -2.3324]], "mulliken_charge": [-0.027, -0.796, 0.046, 0.660, -0.297, -1.293, 1.262, -0.650, 0.871, -1.017, -0.170, -0.997, -0.030, 0.324, 0.350, 0.314, 0.317, 0.414, 0.453, 0.469, 0.435, 0.362, -1.046, 0.431, 0.344, -0.110, -0.316, -0.076, -0.366, -0.266, -0.054, 0.306, 0.458, -1.108, 0.174, 0.496, 0.249, 0.448, 0.448, 0.444, 0.307, 0.238], "homo_energy_ha": [-0.524, -0.524], "charge": 2, "homo_lumo_gap_ev": [6.1222, 6.6379], "multiplicity": 2, "energy_ha": -3529.80053}

Record 5
{"formula": "C16H16F3N3O", "method": "the ωB97M-V functional and the def2-TZVPD basis", "symbols": ["F", "F", "F", "N", "O", "C", "C", "C", "C", "C", "C", "C", "N", "N", "C", "C", "C", "C", "C", "C", "C", "C", "C", "H", "H", "H", "H", "H", "H", "H", "H", "H", "H", "H", "H", "H", "H", "H", "H"], "positions_angstrom": [[4.6379, -2.6778, 1.7586], [6.0645, -2.8781, 0.0201], [4.7365, -4.4347, 0.5544], [0.1567, -1.5552, -2.4669], [-1.5800, -0.2318, -1.2419], [-0.3463, -0.9157, -1.4522], [2.6370, -2.5176, -2.6569], [3.7409, -2.9214, -1.8917], [2.6358, -1.8841, 0.0321], [1.4831, -1.9218, -2.0835], [1.5630, -1.5978, -0.7531], [3.7157, -2.6385, -0.5799], [0.4318, -0.9805, -0.4017], [-1.6289, 3.0949, 0.3602], [4.7533, -3.1005, 0.4184], [-3.0230, 3.0648, -0.0478], [-1.4958, 2.7458, 1.8189], [-3.6776, 1.7162, 0.0460], [-2.3116, 1.3615, 2.0868], [-0.1207, -0.1256, 0.7228], [-1.0555, 2.0940, -0.5884], [-2.7336, 0.7315, 0.7521], [-1.3498, 0.6357, -0.0646], [2.7010, -2.7804, -3.7104], [4.4991, -3.5846, -2.3224], [2.5604, -1.5764, 1.1268], [-3.2988, 3.5820, -1.0000], [-3.4506, 3.7527, 0.6849], [-1.8612, 3.5423, 2.4235], [-0.4118, 2.5064, 2.1457], [-3.9252, 1.4193, -0.9313], [-4.6712, 1.8518, 0.5029], [-3.1925, 1.4908, 2.7659], [-1.6782, 0.5235, 2.5253], [0.5458, 0.5036, 1.1377], [-0.3894, -0.7664, 1.6173], [-1.4562, 2.3333, -1.5834], [-0.0032, 2.3517, -0.5899], [-3.2014, -0.2129, 0.8654]], "mulliken_charge": [-0.288, -0.271, -0.255, -0.888, -0.417, -0.001, -0.643, -0.789, -0.538, 0.262, 0.966, 0.100, 0.266, -0.206, 0.787, -0.697, -0.665, -0.833, -0.672, -1.241, -1.311, -0.647, 1.633, 0.373, 0.406, 0.358, 0.325, 0.329, 0.405, 0.238, 0.460, 0.391, 0.467, 0.292, 0.660, 0.341, 0.414, 0.297, 0.594], "homo_energy_ha": -0.322, "homo_lumo_gap_ev": 9.1923, "energy_ha": -1158.33437, "smiles": "FC(F)(F)c1ccc2nc3n(c2c1)C[C@@]1(CN2CCC1CC2)O3", "relative_energy_kj_mol": 207.0}

Record 6
{"formula": "C16H16MnO12", "method": "the ωB97M-V functional and the def2-TZVPD basis", "symbols": ["Mn", "C", "C", "C", "O", "C", "C", "C", "O", "O", "O", "H", "H", "C", "C", "C", "O", "C", "C", "C", "O", "O", "O", "H", "H", "C", "C", "O", "O", "H", "H", "H", "H", "H", "H", "C", "C", "O", "O", "H", "H", "H", "H", "H", "H"], "positions_angstrom": [[-1.1417, -0.5443, -0.8257], [1.1926, 2.0197, 3.3471], [2.1102, 1.0520, 3.8521], [1.7160, -0.5812, 3.6793], [2.3403, -1.4752, 4.3631], [0.6731, -0.8878, 2.6742], [-0.0219, 0.1645, 2.1756], [0.1505, 1.6239, 2.5745], [-0.6406, 2.6154, 2.0985], [-0.9236, -0.1109, 1.2985], [3.1636, 1.3654, 4.4378], [1.4212, 3.0425, 3.6078], [0.4401, -1.8962, 2.3657], [1.7979, 1.4127, -0.6888], [2.7808, 2.3604, -0.0518], [4.2929, 1.7608, 0.2707], [5.1450, 2.4010, 0.8912], [4.3523, 0.2865, 0.0217], [3.3537, -0.5188, -0.3082], [2.0462, 0.0611, -0.7774], [1.0512, -0.6783, -1.2519], [3.7088, -1.7678, -0.3702], [2.4252, 3.5446, 0.2519], [0.9093, 1.8647, -1.1041], [5.3528, -0.0542, 0.2438], [-3.5199, -1.7365, 0.2966], [-2.7777, -2.9737, -0.2893], [-1.3899, -2.5887, -0.4855], [-3.2709, -0.6182, -0.5277], [-3.1453, -1.8238, 1.3165], [-4.6076, -1.7835, 0.3510], [-3.0278, -3.2604, -1.3107], [-2.8788, -3.8918, 0.2895], [-1.1214, -3.4376, -0.8444], [-4.1038, -0.4777, -0.9839], [-2.0622, 1.3479, -2.9279], [-1.6017, 0.0478, -3.6406], [-1.5998, -1.1177, -2.8092], [-1.6505, 1.4157, -1.5304], [-3.1325, 1.5137, -3.0511], [-1.6458, 2.0635, -3.6367], [-0.5287, 0.0375, -3.8320], [-2.1569, -0.1646, -4.5543], [-1.5691, -1.9122, -3.3473], [-1.9056, 2.3003, -1.2583]], "mulliken_charge": [1.285, -0.618, 0.580, 0.245, -0.743, -0.322, 0.153, 0.598, -0.900, -0.798, -0.754, 0.314, 0.259, -0.265, 0.391, 0.422, -0.722, -0.603, 0.407, 0.683, -1.015, -0.874, -0.746, 0.130, 0.276, -0.589, -0.476, -0.280, -0.230, 0.192, 0.530, 0.293, 0.401, 0.244, 0.260, -0.493, -0.701, -0.232, -0.291, 0.393, 0.401, 0.380, 0.364, 0.242, 0.211], "homo_energy_ha": [0.000, 0.000], "charge": -2, "homo_lumo_gap_ev": [2.5169, 2.4996], "multiplicity": 6, "energy_ha": -2672.98634, "relative_energy_kj_mol": 360.6}